[1]
12
Properties=species:S:1:pos:R:3:forces:R:3:lowdin_charge:R:1 method="wB97M-V/def2-TZVPD" homo_ev=-9.459 smiles=C#C[C@H](F)CN total_charge=0 e_tot_ha=-310.5273 relative_energy_kcal_mol=56.6
C -2.24837 -0.52913 -0.12360 1.4 1.2 1.2 0.16
C -1.22084 0.08539 0.18339 -6.2 -2.6 -2.3 -0.12
C -0.00605 0.67490 0.37490 4.9 1.0 4.6 -0.44
F 0.50673 1.52665 -0.55794 -0.5 0.4 -1.2 0.01
C 1.08767 -0.41916 0.64868 -1.8 0.5 0.4 -0.23
N 1.10218 -1.38981 -0.42512 -0.2 0.0 -0.8 0.01
H -3.24980 -0.99883 -0.19595 1.4 0.6 -0.1 0.05
H 0.09451 1.22615 1.39056 -0.9 -0.4 -1.5 0.17
H 0.80727 -0.86490 1.64867 0.5 0.2 -1.0 0.13
H 1.98489 0.19032 0.75321 0.3 -0.5 0.0 0.11
H 0.44954 -1.15522 -1.19452 0.0 -0.1 1.0 0.08
H 1.96323 -1.28075 -0.90490 1.2 -0.3 -0.3 0.05

[2]
74
Properties=species:S:1:pos:R:3:forces:R:3:lowdin_charge:R:1 method="wB97M-V/def2-TZVPD" homo_ev="-12.038 / -13.933" total_charge=+2 multiplicity=5 e_tot_ha=-3309.3413 relative_energy_kcal_mol=93.1
Pt 0.27306 -1.71165 0.36246 1.4 2.6 0.1 0.92
C -1.37575 -1.61061 2.93522 -0.8 -0.9 -1.7 -0.14
C -1.01909 -2.55439 1.86476 0.3 0.1 1.3 -0.34
C 0.72304 -2.38438 3.43848 1.4 -1.1 -1.5 -0.10
C -0.30240 -1.49324 3.83007 0.6 1.4 0.7 -0.11
C 0.39741 -2.98715 2.12141 -1.2 0.9 2.1 -0.31
C -2.76222 -1.13299 3.14412 -0.1 0.2 -0.9 0.02
H -3.41286 -1.71278 2.46007 0.1 0.6 0.6 0.09
H -2.87726 -0.04815 2.89694 0.1 -0.7 0.3 0.12
H -3.06469 -1.30564 4.17535 -0.1 0.2 0.0 0.11
C -0.24537 -0.49439 4.92147 -0.4 -0.6 0.4 0.04
H -1.25752 -0.34566 5.33137 0.4 0.0 0.0 0.11
H 0.04625 0.47162 4.50401 0.0 0.2 -0.3 0.10
H 0.47130 -0.71174 5.72471 -0.2 -0.2 -0.3 0.11
C 1.96789 -2.67089 4.20706 0.0 -0.1 0.3 0.02
H 1.78582 -2.93918 5.27557 -0.1 0.3 -0.7 0.12
H 2.56521 -1.74051 4.19946 0.0 -0.3 0.1 0.10
H 2.56555 -3.48500 3.76870 -0.3 0.5 0.1 0.09
C 1.02691 -4.25259 1.68820 0.0 -0.2 -0.2 -0.03
H 0.48889 -5.09867 2.13625 0.2 0.0 -0.2 0.12
H 2.07113 -4.27630 1.99321 0.0 -0.1 -0.1 0.09
H 0.98884 -4.31519 0.60371 0.0 -0.4 -0.1 0.07
C -2.09181 -3.38723 1.24024 -0.3 0.9 0.0 -0.04
H -2.63403 -3.92834 2.02619 0.1 -0.1 -0.2 0.12
H -1.68399 -4.05658 0.50801 0.0 -0.5 -0.3 0.08
H -2.81166 -2.70369 0.75789 0.2 -0.5 0.0 0.09
C -0.56420 3.47706 -0.32719 0.4 -0.2 -0.6 -0.14
C -1.89606 3.16976 -0.31179 -0.7 0.9 0.7 -0.07
C -2.42509 1.92918 0.27150 -0.2 0.2 -0.6 -0.16
C -2.01987 0.91614 -0.83300 -1.5 0.1 0.1 -0.17
C -0.65176 1.18101 -1.63356 -1.0 -1.8 3.9 -0.45
C 0.50638 2.10784 -1.20221 -0.3 0.2 0.3 -0.18
C 1.08875 3.33560 -1.90131 0.0 -1.0 -0.8 -0.14
C -0.07211 4.24372 -1.54831 0.4 0.9 -0.4 -0.13
H -3.52953 1.96390 0.38735 0.7 -0.2 0.0 0.13
H -2.86692 0.84134 -1.52389 0.1 0.3 -0.3 0.10
H -1.95086 1.66660 1.20310 0.2 0.0 0.4 0.08
H -0.82310 4.18547 -2.34735 0.0 0.0 0.3 0.11
H 0.10638 3.13948 0.47114 -0.6 1.3 0.3 0.10
H -2.55692 3.72589 -0.97009 0.1 -0.1 -0.1 0.13
H 0.19721 5.28616 -1.45533 0.0 0.3 0.3 0.12
H 2.06057 3.69232 -1.50593 -0.6 -0.6 0.2 0.13
H 1.12308 1.73236 -0.36486 -0.4 -0.4 -1.0 0.08
H 1.27093 3.06712 -2.96165 -0.2 1.0 0.3 0.08
H -2.06375 -0.08510 -0.34070 0.7 0.3 -0.5 0.09
H -0.18117 0.41096 -0.91688 -0.7 0.0 -2.3 0.01
P -0.81301 0.67155 -3.35606 1.9 2.2 -3.8 0.96
C -1.25620 2.06513 -4.52848 -0.1 0.8 -0.1 -0.17
C -1.66121 -0.52862 -4.48878 -0.8 -1.5 0.4 -0.17
P 1.39113 -0.53660 -1.96542 1.7 0.6 -1.6 0.86
C 0.98563 0.46426 -3.61149 -0.8 -0.2 1.0 -0.35
C 1.24848 -2.13860 -2.72933 0.9 -0.3 -0.6 -0.31
C 3.17467 -0.04772 -1.83721 -0.3 -0.6 0.8 -0.21
H -0.46994 2.82178 -4.66098 0.0 -0.2 0.6 0.06
H -2.17957 2.61066 -4.30762 0.1 -0.2 0.4 0.07
H -1.41882 1.67851 -5.55205 0.2 -0.1 0.7 0.06
H -1.40076 -0.32709 -5.55299 0.3 0.2 1.0 0.08
H -2.75608 -0.39597 -4.44094 0.4 0.0 0.2 0.07
H -1.43587 -1.59105 -4.32808 -0.1 0.3 0.3 0.05
H 3.65740 0.60269 -2.59878 -0.8 -0.4 0.4 0.08
H 3.60549 -1.04759 -1.90402 0.7 0.1 0.3 0.04
H 3.28367 0.36646 -0.81163 0.3 -0.3 -0.7 -0.02
H 1.54123 1.42840 -3.63826 -0.6 -0.8 0.2 0.06
H 1.19191 -0.05999 -4.56087 0.1 -0.2 0.7 0.08
H 1.84838 -2.69306 -2.01816 0.0 -1.0 -0.1 0.03
H 1.63599 -2.21614 -3.75993 -0.1 -0.2 0.5 0.07
H 0.20660 -2.42593 -2.66395 -0.1 -0.4 -0.1 0.03
Cl 2.08655 3.81874 2.50298 0.2 -1.0 0.1 0.64
C 2.60290 2.12521 2.27784 -0.3 -0.8 -0.8 -1.43
Cl 3.92689 2.11039 1.02427 -0.8 0.0 0.6 0.58
Cl 3.23831 1.36314 3.75091 0.0 0.4 0.1 0.63
C 1.33977 1.13854 1.90259 -1.6 1.2 0.4 -0.75
O 0.23017 1.54490 2.33076 2.1 -1.3 -0.9 -0.04
O 1.61175 0.08653 1.22167 -0.1 0.3 0.4 -0.19

[3]
18
Properties=species:S:1:pos:R:3:forces:R:3:lowdin_charge:R:1 method="wB97M-V/def2-TZVPD" homo_ev=-6.994 total_charge=0 e_tot_ha=-235.6376 relative_energy_kcal_mol=113.4
C 0.58339 -0.90757 1.53216 0.2 0.1 0.2 -0.16
C 1.02964 0.43567 1.48198 0.2 -0.3 0.3 -0.20
C 0.18690 1.46562 0.18173 -0.2 0.2 -0.4 -0.15
C -0.02417 0.81082 -1.03814 0.1 0.2 0.1 -0.16
C -1.27464 0.10741 -1.44308 0.0 0.0 0.0 -0.26
C -0.76313 -1.17184 -0.84746 -0.1 -0.2 0.0 -0.12
H -0.07164 -1.03428 0.25000 0.0 0.0 -0.2 0.04
H -0.20525 -1.17156 2.23549 0.1 0.0 -0.1 0.07
H 1.30603 -1.70149 1.34986 -0.1 0.1 0.0 0.07
H 0.75307 1.08293 2.31294 0.0 -0.1 -0.2 0.09
H 2.07596 0.57000 1.20755 -0.2 0.0 0.0 0.09
H 0.94428 2.24649 0.14778 0.0 -0.2 0.0 0.09
H -0.71930 1.79750 0.69270 0.1 -0.1 0.0 0.10
H 0.82715 0.69021 -1.70789 -0.1 0.0 0.1 0.12
H -2.15487 0.49408 -0.91998 0.1 0.0 -0.1 0.11
H -1.46959 0.09782 -2.52020 0.0 0.0 0.2 0.10
H -0.15673 -1.75610 -1.54066 -0.1 0.1 0.1 0.08
H -1.51453 -1.80149 -0.36358 0.1 0.1 0.0 0.08

[4]
73
Properties=species:S:1:pos:R:3:forces:R:3:lowdin_charge:R:1 method="wB97M-V/def2-TZVPD" homo_ev=-9.803 smiles="COCCCCCCCCCCCC1=CC(=O)C=CC1=O.COC(=O)OC.COC(=O)OC" total_charge=0 e_tot_ha=-1615.2262
C -2.06740 3.96989 -4.83926 0.2 0.5 0.7 -0.13
O -2.38944 2.78468 -3.97862 -1.0 0.6 -2.7 -0.26
C -3.32308 1.95621 -4.76345 -0.5 -1.1 -0.1 -0.24
C -3.51480 0.41652 -4.14066 0.0 0.3 -0.6 -0.16
C -3.61942 -0.58007 -5.43791 0.1 0.0 0.0 -0.24
C -4.11164 -2.10705 -5.10820 -1.3 0.5 0.2 -0.22
C -3.22265 -2.91233 -3.99700 -0.1 -0.7 -0.3 -0.22
C -1.60603 -2.67714 -4.07072 0.8 -0.7 0.7 -0.21
C -0.80259 -3.79221 -5.01221 0.5 -0.1 1.1 -0.19
C 0.67902 -4.13580 -4.32835 0.4 0.1 0.0 -0.22
C 1.88016 -3.12515 -4.89325 -0.1 -1.0 -0.8 -0.21
C 3.29383 -3.27184 -4.06730 -0.1 -0.1 -0.6 -0.22
C 3.57950 -2.06311 -2.98478 -0.1 -0.8 0.2 -0.16
C 2.32920 -1.87880 -1.92990 -1.2 -1.9 2.4 -0.08
C 1.93881 -2.96689 -0.94965 0.1 4.0 -2.3 0.05
C 0.63661 -2.75058 0.05637 -1.1 -4.5 1.7 -0.22
O 0.18406 -3.85838 0.70459 2.6 7.1 -3.7 -0.07
C -0.07338 -1.27954 0.19440 2.1 1.2 -3.1 0.00
C 0.33828 -0.21933 -0.77076 -0.8 -2.5 2.5 0.03
C 1.46869 -0.47117 -1.93148 0.4 3.0 -3.3 -0.18
O 1.65862 0.46916 -2.88624 -1.1 -5.8 5.9 -0.05
H -1.55880 4.77838 -4.12498 -1.0 -1.9 -1.7 0.11
H -1.33798 3.65804 -5.72208 -1.5 0.6 1.9 0.11
H -3.05588 4.44436 -5.26782 1.9 -1.0 0.7 0.10
H -4.39570 2.43795 -4.79893 2.0 -0.6 0.1 0.13
H -2.94408 1.86497 -5.89172 -0.6 0.2 2.4 0.13
H -4.52272 0.35220 -3.53071 2.1 0.2 -1.1 0.12
H -2.62016 0.12070 -3.43759 -1.7 0.7 -1.4 0.11
H -2.55919 -0.64400 -5.94506 -2.1 0.3 0.9 0.11
H -4.37695 -0.05804 -6.19804 1.6 -1.3 1.5 0.12
H -4.26487 -2.71858 -6.12187 0.7 1.3 2.2 0.12
H -5.21021 -2.01007 -4.65363 2.3 -0.3 -1.0 0.11
H -3.62808 -2.72414 -2.89111 1.0 -0.1 -2.5 0.12
H -3.41145 -4.07354 -4.19184 0.4 2.4 0.5 0.11
H -1.26194 -1.59717 -4.35861 -0.9 -2.0 0.5 0.10
H -1.19081 -2.86337 -2.96677 -0.9 0.4 -2.3 0.11
H -0.57773 -3.41105 -6.09589 -0.8 -0.8 2.0 0.11
H -1.45147 -4.78168 -4.99122 1.4 2.0 -0.3 0.11
H 1.03429 -5.23597 -4.58833 -0.9 2.2 0.4 0.11
H 0.61325 -4.09192 -3.14600 0.1 0.0 -2.5 0.09
H 2.10783 -3.52440 -5.99480 -0.6 1.0 2.3 0.12
H 1.50007 -2.02374 -5.01053 0.8 -2.0 0.5 0.11
H 3.29879 -4.35338 -3.58820 0.0 2.3 -0.7 0.11
H 4.18849 -3.26637 -4.85596 -1.9 0.1 1.8 0.12
H 4.53292 -2.38961 -2.36744 -2.0 0.8 -1.1 0.12
H 3.84155 -1.09475 -3.59864 -0.9 -1.8 1.5 0.12
H 2.55986 -3.95887 -0.94458 -1.6 2.0 0.2 0.13
H -0.88632 -1.14640 1.02860 1.7 -0.2 -2.0 0.12
H -0.17881 0.84502 -0.65340 1.4 -2.5 -0.7 0.14
C -0.64951 3.00170 6.05834 -0.1 0.3 0.4 -0.05
O -0.49311 2.24251 4.86104 0.2 -1.1 -0.1 -0.01
C -0.28276 0.91739 5.06370 0.0 -0.2 0.5 -0.56
O -0.22136 0.35847 6.14763 -0.1 0.8 -1.6 0.11
O -0.15248 0.32174 3.85145 -0.1 0.7 0.8 -0.01
C 0.07510 -1.08501 3.91021 0.1 -0.6 0.0 -0.04
H -0.81195 4.04593 5.77750 0.1 -0.3 -0.2 0.10
H -1.52214 2.65718 6.62263 0.3 -0.1 0.0 0.10
H 0.25587 2.94689 6.67123 -0.2 -0.1 0.0 0.09
H -0.76857 -1.59289 4.38864 0.2 0.1 0.1 0.11
H 1.00952 -1.30320 4.43729 -0.3 0.0 0.0 0.10
H 0.16357 -1.45621 2.88554 0.0 0.3 0.2 0.06
C 2.62510 6.65582 10.94927 -0.1 0.3 0.4 -0.05
O 2.78150 5.89662 9.75196 0.2 -1.0 -0.1 -0.01
C 2.99186 4.57150 9.95463 0.0 -0.3 0.5 -0.56
O 3.05326 4.01258 11.03855 -0.1 0.8 -1.6 0.11
O 3.12213 3.97586 8.74237 -0.1 0.7 0.8 -0.02
C 3.34971 2.56910 8.80113 0.1 -0.6 0.0 -0.05
H 2.46267 7.70004 10.66843 0.1 -0.3 -0.2 0.09
H 1.75248 6.31130 11.51356 0.3 0.0 0.0 0.10
H 3.53049 6.60100 11.56216 -0.2 -0.1 0.0 0.10
H 2.50605 2.06122 9.27956 0.2 0.1 0.1 0.10
H 4.28413 2.35092 9.32822 -0.3 0.0 0.0 0.10
H 3.43819 2.19790 7.77646 -0.1 0.4 0.1 0.09